4 unconnected molecules or ions with the total composition C48H35INO8. Source: the OMol25 dataset; level of theory: the ωB97M-V functional and the def2-TZVPD basis.

- energy relative to the best compared isomer or geometry (same formula, charge and spin) (kcal per mole) = 88.9
- frontier orbital gap (Eh) = 0.2792
- charge = +1
- HOMO energy (eV) = -11.05
- F_max (eV Å⁻¹) = 9.04

Each line ends with the Löwdin charge.
CARTESIAN COORDINATES (ANGSTROEM)
O 4.948 -1.609 4.695  -0.135
C 4.502 -2.284 3.600  -0.656
I 4.620 -4.496 3.523  0.818
C 3.927 -1.344 2.374  -0.099
C 2.267 -1.239 2.348  -0.249
C 1.613 -0.719 3.757  -0.074
N 0.171 -1.110 3.986  0.014
C -0.247 -2.428 3.373  -0.086
C 1.066 -3.300 2.888  -0.156
O 1.733 -2.510 1.838  -0.175
H 4.329 -0.236 2.538  0.150
H 4.337 -1.826 1.369  0.147
H 2.019 -0.414 1.525  0.158
H 2.274 -0.997 4.710  0.162
H 1.628 0.474 3.708  0.161
H -0.425 -0.288 3.707  0.174
H 0.047 -1.214 5.034  0.191
H -0.782 -3.085 4.210  0.162
H -1.014 -2.245 2.505  0.162
H 1.729 -3.506 3.840  0.097
H 0.716 -4.320 2.375  0.172
C 3.253 -1.286 -5.103  -0.043
C 2.825 -1.795 -3.877  -0.051
C 2.860 -0.991 -2.737  -0.001
C 3.334 0.323 -2.819  -0.091
C 3.785 0.825 -4.040  -0.083
C 3.733 0.022 -5.187  0.018
C 4.334 2.193 -4.129  -0.275
O 4.726 2.635 -5.202  0.109
C 4.411 3.017 -2.907  -0.082
C 4.983 4.295 -2.966  0.016
C 5.048 5.086 -1.816  -0.048
C 4.535 4.608 -0.611  -0.057
C 3.970 3.333 -0.548  -0.003
C 3.917 2.533 -1.696  -0.089
C 3.350 1.172 -1.612  -0.276
O 2.904 0.750 -0.551  0.054
H 3.217 -1.909 -5.994  0.114
H 2.463 -2.819 -3.809  0.112
H 2.520 -1.394 -1.784  0.113
H 4.070 0.411 -6.146  0.126
H 5.382 4.676 -3.904  0.126
H 5.497 6.075 -1.863  0.112
H 4.579 5.227 0.283  0.108
H 3.577 2.965 0.398  0.112
C -6.395 0.872 7.629  -0.047
C -6.506 1.945 8.512  -0.041
C -5.449 2.846 8.652  0.018
C -4.271 2.665 7.916  -0.084
C -4.152 1.577 7.052  -0.090
C -5.221 0.685 6.899  0.007
C -2.896 1.349 6.308  -0.278
O -2.791 0.396 5.545  0.062
C -1.767 2.280 6.502  -0.084
C -0.551 2.042 5.847  -0.013
C 0.518 2.925 6.015  -0.059
C 0.374 4.049 6.827  -0.042
C -0.834 4.285 7.485  0.025
C -1.903 3.393 7.330  -0.074
C -3.165 3.632 8.058  -0.271
O -3.291 4.618 8.776  0.115
H -7.223 0.175 7.512  0.113
H -7.417 2.084 9.090  0.115
H -5.544 3.685 9.340  0.127
H -5.139 -0.159 6.216  0.120
H -0.431 1.168 5.208  0.070
H 1.463 2.736 5.510  0.102
H 1.204 4.741 6.952  0.116
H -0.938 5.163 8.122  0.130
C -4.053 0.008 -4.866  -0.058
C -2.765 -0.080 -4.339  -0.063
C -1.819 -0.912 -4.941  0.002
C -2.167 -1.668 -6.067  -0.085
C -3.462 -1.599 -6.579  -0.082
C -4.404 -0.750 -5.984  0.010
C -3.854 -2.429 -7.736  -0.277
O -4.991 -2.366 -8.189  0.103
C -2.860 -3.343 -8.334  -0.085
C -3.235 -4.178 -9.395  0.011
C -2.297 -5.035 -9.975  -0.052
C -0.984 -5.054 -9.505  -0.055
C -0.610 -4.227 -8.445  0.005
C -1.552 -3.377 -7.852  -0.087
C -1.156 -2.532 -6.708  -0.277
O -0.003 -2.552 -6.291  0.081
H -4.787 0.663 -4.402  0.108
H -2.494 0.501 -3.460  0.104
H -0.814 -0.972 -4.527  0.115
H -5.413 -0.680 -6.386  0.124
H -4.257 -4.167 -9.769  0.124
H -2.592 -5.687 -10.794  0.111
H -0.252 -5.717 -9.961  0.109
H 0.416 -4.251 -8.080  0.119

Cartesian forces, eV/Å:
O -3.032 -4.846 -6.997
C 2.069 5.398 5.320
I -0.084 1.742 -0.062
C -0.037 -0.234 0.318
C 0.609 0.471 -1.129
C 2.708 1.740 0.241
N -0.077 0.325 1.175
C -1.009 -2.934 -0.481
C -0.954 0.556 -0.187
O -0.364 0.262 2.416
H -0.593 -2.611 -0.274
H -1.244 1.254 2.032
H 0.587 -1.876 1.651
H -1.536 0.293 -2.184
H 0.034 -2.677 0.151
H 0.277 -1.306 0.213
H 0.012 0.426 -1.487
H 0.992 1.658 -1.786
H 1.740 -0.283 1.656
H -1.095 0.311 -2.014
H 0.778 2.408 1.317
C 0.109 0.307 0.065
C 0.031 0.261 0.261
C -0.013 -0.215 -0.302
C -0.112 -0.460 -0.144
C -0.141 -0.531 -0.312
C -0.094 -0.270 0.066
C 0.494 0.508 -1.459
O -0.272 -0.288 0.780
C 0.214 0.611 0.325
C 0.008 0.168 0.267
C -0.081 -0.296 -0.241
C -0.130 -0.342 -0.060
C 0.167 0.312 -0.064
C 0.100 0.473 0.348
C -0.335 -0.384 0.724
O 0.081 0.054 -0.064
H -0.033 0.143 0.183
H 0.038 0.213 -0.033
H 0.094 0.234 -0.168
H -0.032 0.055 0.324
H -0.169 -0.253 0.153
H -0.091 -0.202 -0.013
H -0.010 -0.124 -0.169
H 0.069 -0.046 -0.316
C 0.319 0.019 -0.136
C 0.327 0.144 -0.069
C -0.196 -0.161 -0.021
C -0.544 -0.156 0.194
C -0.425 -0.247 0.005
C -0.242 0.025 0.163
C -0.237 -0.713 -0.447
O 0.273 0.066 0.019
C 0.573 0.081 -0.145
C 0.308 0.494 0.222
C -0.355 -0.285 -0.060
C -0.333 -0.009 0.132
C 0.288 -0.096 -0.172
C 0.744 0.154 -0.219
C -0.440 1.341 1.108
O 0.213 -0.788 -0.620
H 0.177 0.132 0.010
H 0.189 -0.007 -0.116
H 0.183 -0.151 -0.236
H 0.117 0.252 0.147
H -0.217 0.257 0.215
H -0.142 0.061 0.098
H -0.179 -0.141 -0.019
H -0.148 -0.281 -0.114
C 0.010 -0.235 -0.271
C 0.172 -0.267 -0.253
C -0.219 0.214 0.178
C -0.187 0.397 0.456
C -0.138 0.458 0.484
C 0.085 0.155 0.255
C -1.423 0.041 -0.625
O 0.735 -0.026 0.324
C 0.138 -0.485 -0.441
C 0.211 -0.203 -0.140
C -0.173 0.281 0.230
C 0.000 0.247 0.280
C -0.102 -0.192 -0.232
C 0.191 -0.413 -0.406
C 1.305 -0.076 0.404
O -0.567 0.016 -0.159
H 0.123 -0.128 -0.111
H -0.028 -0.094 -0.173
H -0.178 -0.083 -0.250
H 0.293 -0.150 -0.025
H 0.226 0.141 0.208
H 0.039 0.144 0.161
H -0.131 0.137 0.099
H -0.308 0.120 0.030